{
  "formula": "C3H6ClNO2",
  "method": "ωB97M-V/def2-TZVPD",
  "species": ["H", "O", "C", "Cl", "H", "H", "N", "O", "H", "C", "C", "H", "H"],
  "xyz": [[-1.484059, 1.078788, 0.146427], [-0.392095, -1.962304, 2.907474], [0.311647, -1.104662, 2.538363], [2.917878, -0.535461, 2.984436], [-2.437527, -0.251763, -0.291899], [2.745774, 0.244114, 0.279798], [-1.613536, 0.222108, -0.458940], [0.394713, 0.209934, 2.645502], [1.852237, -1.318203, 0.228385], [1.490947, -0.393044, 1.969927], [1.739117, -0.336955, 0.492767], [0.891369, 0.138387, -0.117318], [-1.831833, 0.656680, -1.384560]],
  "forces_ev_per_a": [[-0.637, -1.608, -0.484], [-0.733, -0.913, 0.171], [1.699, 0.870, -0.596], [0.273, 0.268, -0.120], [-2.070, -1.086, 1.273], [-2.069, -1.140, 0.350], [2.095, 3.218, -1.497], [-1.261, 2.114, 0.413], [0.421, -2.458, -1.112], [-0.297, -2.602, 0.065], [0.862, 4.637, -0.379], [1.109, -0.809, 1.166], [0.608, -0.492, 0.750]],
  "de_lowest_kj_mol": 201.3,
  "lumo_energy_ev": 0.75,
  "total_charge": 0,
  "energy_ha": -783.2763,
  "e_homo_ev": -9.98,
  "homo_lumo_gap_ev": 10.73
}